Entry 1:
2 unconnected molecules or ions with the total composition C23H25O3S in a non-equilibrium geometry. Source: OMol25; level of theory: the ωB97M-V functional and the def2-TZVPD basis.

**Spin multiplicity**: 1
**Total charge**: +1
**Energy above the lowest of the compared OMol25 structures with the same formula, charge and spin**: 27.0 kcal/mol
**Frontier orbital gap**: 5.227 eV

```
52
C23H25O3S, DFT the ωB97M-V functional and the def2-TZVPD basis
S 2.920 -4.216 0.484
O -4.662 0.686 1.270
O 5.326 2.718 -0.209
O 4.112 -3.401 0.764
C -5.825 3.672 -0.565
C 4.137 2.070 -0.298
C -6.750 3.087 -1.432
C -1.698 -0.970 -0.086
C 4.176 0.705 -0.698
C 1.725 1.938 -0.135
C -3.001 -0.762 0.309
C 5.346 4.086 0.268
C 3.271 -5.913 1.022
C 0.636 -0.326 -0.295
C 2.884 2.678 -0.015
C -5.387 1.522 0.408
C 1.759 0.530 -0.362
C 1.492 -3.663 1.054
C 3.026 -0.039 -0.704
C -5.129 2.893 0.363
C -7.002 1.714 -1.362
C -1.011 1.079 1.027
C -3.324 0.434 0.970
C 2.797 -4.440 -1.311
C -2.335 1.354 1.335
C -0.660 -0.040 0.214
C -6.342 0.927 -0.420
H 2.843 3.729 0.288
H -6.522 -0.142 -0.334
H 0.766 2.444 -0.055
H 3.072 -1.097 -0.957
H -1.440 -1.871 -0.643
H 2.465 -6.593 0.729
H -0.233 1.726 1.427
H 3.359 -5.879 2.113
H 4.732 4.737 -0.371
H 5.142 0.277 -0.961
H 3.762 -4.827 -1.665
H -2.620 2.264 1.866
H 0.577 -4.128 0.692
H -7.724 1.249 -2.032
H -4.396 3.324 1.042
H 4.222 -6.214 0.564
H 4.999 4.142 1.311
H 1.982 -5.132 -1.553
H 1.490 -2.914 1.847
H -5.639 4.746 -0.599
H -3.789 -1.481 0.087
H -7.286 3.705 -2.155
H 2.594 -3.447 -1.733
H 6.395 4.383 0.207
H 0.767 -1.327 -0.709
```

***

Entry 2:
A molecular structure, C23H26AsN3OS6SiW in a non-equilibrium geometry. Source: OMol25; level of theory: the ωB97M-V functional and the def2-TZVPD basis.

**Spin multiplicity**: 1
**Total charge**: +2
**Frontier orbital gap (alpha / beta)**: 6.074 / 6.073 eV

```
62
C23H26AsN3OS6SiW, DFT the ωB97M-V functional and the def2-TZVPD basis
W 0.407 0.888 -0.754
As 2.892 1.853 1.569
S 1.276 2.974 2.627
S 2.370 2.245 -0.628
S -1.147 -1.820 -4.110
S 3.233 3.763 2.558
S -0.954 1.927 0.488
S 1.344 4.045 -4.070
Si 2.249 -1.704 -0.808
O -1.812 -0.494 1.296
N -0.546 -0.049 -2.467
N 0.915 -0.711 0.160
N 0.332 2.377 -2.484
C 2.364 -1.210 -2.616
C -4.566 1.285 3.929
C -1.033 -1.692 3.242
C -2.203 -1.764 -1.554
C -0.010 0.379 -3.661
C 0.466 4.749 -1.586
C 1.611 -3.447 -0.788
C 1.297 -2.293 3.446
C 0.478 -1.292 1.354
C -5.030 0.487 2.856
C -2.798 0.043 2.111
C 0.011 -2.201 3.992
C 0.631 1.688 -3.670
C -0.194 -0.511 -4.705
C -1.245 -1.182 -2.592
C 0.609 3.672 -2.615
C -0.791 -1.152 1.967
C 1.448 -1.893 2.174
C -3.164 1.506 4.037
C 3.931 -1.323 -0.094
C -4.143 -0.084 1.978
C -2.315 0.890 3.115
C 1.152 2.460 -4.639
H -2.450 -0.971 -0.834
H 0.792 4.373 -0.623
H 1.506 -1.326 -3.277
H 2.448 -1.934 1.757
H 2.408 -4.116 -1.116
H 1.686 2.099 -5.493
H -6.089 0.350 2.817
H -4.545 -0.764 1.219
H 4.219 -0.291 -0.058
H -0.670 4.872 -1.494
H -1.740 -2.614 -0.910
H 4.195 -1.841 0.829
H 0.103 -0.421 -5.731
H 0.807 -3.517 -1.503
H 2.735 -0.172 -2.675
H -5.270 1.634 4.694
H 4.594 -1.795 -0.785
H 1.393 -3.858 0.194
H -1.981 -1.657 3.778
H -2.791 2.168 4.824
H -1.239 0.988 3.231
H 2.123 -2.747 4.004
H -3.143 -2.099 -1.993
H 3.136 -1.933 -2.987
H -0.153 -2.544 4.977
H 0.862 5.707 -1.902
```

***

Entry 3:
A molecular structure, C23H26Br2N4NdO9 in a non-equilibrium geometry. Source: OMol25; level of theory: the ωB97M-V functional and the def2-TZVPD basis.

**Spin multiplicity**: 4
**Expectation value of S²**: 3.753
**Total charge**: -1
**Energy above the lowest of the compared OMol25 structures with the same formula, charge and spin**: 0.0 kcal/mol
**Frontier orbital gap (alpha / beta)**: 7.470 / 7.482 eV

```
65
C23H26Br2N4NdO9, DFT the ωB97M-V functional and the def2-TZVPD basis
Nd 9.017 12.848 8.117
Br 14.973 8.667 5.546
Br 11.033 13.341 11.327
O 11.138 11.494 8.327
O 10.896 10.189 10.118
O 4.627 13.904 8.193
O 8.442 10.937 9.852
O 12.521 19.403 7.353
O 10.578 14.313 7.462
O 8.992 12.004 6.025
O 6.871 13.754 8.176
O 8.074 10.976 4.220
N 11.843 18.148 7.505
N 6.782 11.127 7.531
N 10.901 15.539 7.282
N 8.669 14.281 10.443
C 8.195 11.145 5.418
C 14.228 7.971 9.561
C 5.495 15.716 11.624
C 11.577 10.606 9.124
C 5.677 12.043 7.092
C 8.967 14.627 12.793
C 12.166 15.799 7.444
C 14.655 7.772 8.245
C 14.320 8.736 7.296
C 7.653 15.171 12.848
C 12.647 17.177 7.190
C 7.523 15.004 10.441
C 13.450 9.787 7.580
C 12.830 9.835 8.857
C 13.180 14.726 7.770
C 9.337 14.144 11.525
C 7.282 10.338 6.352
C 14.042 17.319 6.608
C 6.406 10.311 8.660
C 6.939 15.356 11.634
C 5.693 13.318 7.892
C 13.297 8.960 9.830
C 7.549 9.862 9.553
H 5.351 16.720 11.123
H 14.222 16.592 5.819
H 12.885 13.792 7.281
H 9.653 14.601 13.614
H 7.076 15.138 9.473
H 14.612 7.310 10.310
H 7.260 15.529 13.772
H 7.056 9.488 10.448
H 9.265 10.535 10.166
H 7.818 9.443 6.706
H 5.913 9.409 8.337
H 6.410 9.925 5.849
H 15.231 6.878 7.992
H 11.905 20.066 7.743
H 5.883 12.257 6.021
H 13.248 14.387 8.836
H 4.680 11.563 7.156
H 14.762 17.143 7.364
H 12.921 9.047 10.830
H 13.223 10.535 6.802
H 14.199 14.996 7.468
H 5.749 10.929 9.268
H 5.000 15.683 12.601
H 4.919 15.079 10.958
H 14.218 18.300 6.192
H 8.206 9.091 9.118
```

***

Entry 4:
4 unconnected molecules or ions with the total composition C23H26Br2NO2 in a non-equilibrium geometry. Source: OMol25; level of theory: the ωB97M-V functional and the def2-TZVPD basis.

**Spin multiplicity**: 1
**Total charge**: -1
**Frontier orbital gap**: 5.706 eV

```
54
C23H26Br2NO2, DFT the ωB97M-V functional and the def2-TZVPD basis
Br -5.449 1.733 -1.472
Br -2.584 -2.982 -3.050
O -0.565 1.172 -5.572
O -2.123 -0.087 -4.804
N -1.694 1.163 -5.236
C -1.521 -0.415 -3.458
C 3.401 0.798 3.493
C 2.323 -1.443 2.259
C 3.807 -1.318 -4.138
C 2.197 0.893 2.809
C 2.464 -1.542 -3.867
C 1.656 -0.228 2.194
C 2.097 -2.414 -2.851
C 3.530 -1.537 2.938
C -3.825 -0.457 -2.499
C 4.069 -0.417 3.556
C 3.074 -3.063 -2.109
C -2.423 -1.035 -2.483
C -2.944 0.833 -0.439
C -0.907 2.328 4.604
C 4.784 -1.963 -3.392
C -4.155 0.272 -1.176
C -1.575 3.543 4.537
C -2.777 3.636 3.846
C 4.418 -2.837 -2.378
C -3.313 2.514 3.229
C -2.647 1.298 3.305
C -1.444 1.207 3.988
H 4.092 -0.638 -4.931
H -1.104 0.492 -3.029
H -4.645 -0.439 -0.527
H -0.921 0.260 4.036
H 2.787 -3.745 -1.320
H -4.028 0.233 -3.319
H 1.900 -2.316 1.779
H 4.052 -2.484 2.984
H 5.180 -3.342 -1.797
H -1.158 4.418 5.019
H 0.717 -0.154 1.661
H 5.832 -1.784 -3.601
H -2.580 0.077 0.243
H -3.063 0.422 2.825
H 5.010 -0.491 4.085
H 3.820 1.672 3.976
H -4.540 -1.260 -2.591
H 0.034 2.255 5.134
H 1.677 1.841 2.754
H -0.698 -1.087 -3.656
H 1.049 -2.584 -2.638
H -2.179 1.190 -1.111
H -3.294 4.585 3.785
H -4.246 2.586 2.687
H 1.701 -1.037 -4.446
H -3.269 1.676 0.166
```

***

Entry 5:
A molecular structure, C23H26F5N5OS5V in a non-equilibrium geometry. Source: OMol25; level of theory: the ωB97M-V functional and the def2-TZVPD basis.

**Spin multiplicity**: 4
**Expectation value of S²**: 3.764
**Total charge**: -2
**Energy above the lowest of the compared OMol25 structures with the same formula, charge and spin**: 16.0 kcal/mol
**Frontier orbital gap (alpha / beta)**: 5.119 / 5.363 eV

```
66
C23H26F5N5OS5V, DFT the ωB97M-V functional and the def2-TZVPD basis
V 0.450 0.361 -0.731
S -1.103 -0.930 -2.122
S -2.853 -0.917 2.050
S 2.194 -0.382 -2.188
S 2.877 -2.693 2.002
S 1.854 1.037 1.167
F -5.529 0.497 2.175
F -2.211 1.950 6.232
F -1.357 0.159 4.420
F -6.344 2.287 3.998
F -4.706 3.034 6.043
O 0.016 2.320 -1.062
N 1.580 3.604 0.159
N 0.248 -3.098 1.686
N 0.037 -1.889 1.005
N 2.465 3.356 2.235
N 1.358 -4.691 2.863
C -0.293 5.232 -3.973
C 1.303 -1.228 -3.459
C 2.903 2.624 3.407
C -4.670 0.830 3.151
C -3.396 0.237 3.203
C 1.937 2.729 1.146
C 1.294 5.664 -1.753
C -2.597 0.657 4.277
C 2.477 4.814 2.301
C 1.791 2.356 4.415
C -0.153 4.234 -3.018
C 1.440 -3.493 2.149
C 2.165 -1.693 -4.616
C -0.749 -2.178 -4.532
C -4.282 2.134 5.127
C -0.027 -1.456 -3.424
C 0.783 3.330 -0.870
C -3.019 1.580 5.215
C 1.110 5.432 2.575
C 0.355 6.449 -3.822
C -5.107 1.749 4.083
C 0.638 4.446 -1.902
C 1.155 6.663 -2.702
H 0.412 5.149 1.788
H 2.865 5.201 1.359
H 0.242 7.224 -4.571
H -0.647 3.276 -3.130
H 3.175 5.096 3.093
H 3.213 -1.501 -4.389
H 1.924 -1.163 -5.545
H 3.335 1.678 3.082
H 1.380 3.287 4.810
H -0.914 5.048 -4.841
H 0.706 -5.363 2.481
H 0.988 1.791 3.945
H 1.186 6.521 2.594
H -0.577 -3.545 2.067
H -0.491 -2.097 0.155
H -0.563 -1.309 1.596
H 1.912 5.810 -0.877
H 1.672 7.607 -2.569
H 2.174 1.770 5.251
H 2.057 -2.764 -4.812
H -1.329 -3.013 -4.128
H -0.072 -2.567 -5.295
H 0.707 5.099 3.531
H 2.277 -5.072 3.030
H 3.703 3.207 3.872
H -1.465 -1.510 -5.023
```

***

Entry 6:
A molecular structure, C23H26FI2N5O3Ru in a non-equilibrium geometry. Source: OMol25; level of theory: the ωB97M-V functional and the def2-TZVPD basis.

**Spin multiplicity**: 2
**Expectation value of S²**: 0.759
**Total charge**: +3
**Energy above the lowest of the compared OMol25 structures with the same formula, charge and spin**: 19.3 kcal/mol
**Frontier orbital gap (alpha / beta)**: 6.547 / 6.165 eV

```
61
C23H26FI2N5O3Ru, DFT the ωB97M-V functional and the def2-TZVPD basis
I -2.906 -0.535 -0.363
I -0.242 -2.769 -0.527
Ru -0.201 -0.037 0.273
F 6.339 -2.355 -0.144
O 0.075 1.803 -0.356
O 1.930 -0.143 -0.060
O 0.827 3.687 0.595
N 10.686 -0.443 -1.584
N -1.432 2.104 2.346
N 8.323 -0.332 -0.310
N 4.695 2.881 -0.410
N -0.150 0.165 2.322
C 10.354 -1.653 -0.766
C 5.974 -1.065 -0.238
C 5.130 1.562 -0.355
C -0.009 0.154 5.062
C 10.425 0.829 -0.817
C -0.725 1.124 4.421
C 5.300 5.137 -1.416
C 6.494 1.254 -0.367
C 0.581 -0.787 2.964
C 1.030 2.634 0.060
C 5.646 3.979 -0.533
C -2.373 -2.612 -0.344
C 4.643 -0.789 -0.240
C 2.765 0.823 -0.177
C 9.321 0.587 0.213
C 8.845 -1.689 -0.528
C -0.778 1.142 3.012
C 6.357 4.168 -1.842
C 3.396 3.147 -0.296
C 2.427 2.180 -0.177
C 0.679 -0.825 4.318
C 6.965 -0.052 -0.293
C 4.179 0.533 -0.277
H 10.654 -2.549 -1.306
H 8.354 -2.118 -1.402
H 7.194 2.069 -0.458
H 8.652 -2.357 0.313
H 11.337 1.136 -0.308
H 1.265 -1.592 4.799
H 9.752 0.162 1.125
H 0.043 0.145 6.143
H 10.155 1.605 -1.530
H 7.389 4.492 -1.820
H 3.935 -1.605 -0.200
H -2.674 -3.045 0.602
H 6.177 4.177 0.389
H 3.107 4.189 -0.290
H 1.086 -1.508 2.337
H 8.880 1.536 0.494
H -1.246 1.899 4.966
H -2.842 -3.105 -1.189
H 10.099 -0.463 -2.420
H 5.606 6.119 -1.088
H -1.885 2.850 2.846
H 6.117 3.482 -2.644
H 11.656 -0.470 -1.903
H -1.414 2.165 1.340
H 4.360 5.121 -1.950
H 10.931 -1.611 0.155
```

***

Entry 7:
A molecular structure, C23H26I2N9NaSe. Source: OMol25; level of theory: the ωB97M-V functional and the def2-TZVPD basis.

**Spin multiplicity**: 1
**Total charge**: 0
**Energy above the lowest of the compared OMol25 structures with the same formula, charge and spin**: 22.9 kcal/mol
**Frontier orbital gap**: 6.393 eV

```
62
C23H26I2N9NaSe, DFT the ωB97M-V functional and the def2-TZVPD basis
I 4.245 -0.176 -3.961
I 0.700 -0.614 -3.698
Se -1.196 -1.494 1.889
Na 0.785 -1.228 -0.792
N 2.458 0.653 0.012
N 2.963 -1.168 2.931
N -1.211 -1.110 -2.004
N 2.126 -2.072 0.911
N 1.920 -3.311 2.932
N 2.665 -2.357 4.872
N -0.713 1.271 1.461
N 1.157 -4.175 0.959
N -2.832 0.811 1.395
C 2.747 -1.141 1.630
C 2.943 1.683 -0.686
C -1.357 2.487 1.250
C -1.867 -2.314 -2.106
C 3.274 0.050 0.885
C 1.741 -3.155 1.626
C 2.379 -0.186 -5.007
C -1.820 1.326 -1.995
C 4.581 0.461 1.105
C -1.844 4.778 0.928
C -3.666 3.178 1.041
C -2.713 2.189 1.215
C -0.892 3.782 1.108
C 2.505 -2.283 3.540
C -4.087 0.083 1.345
C 5.074 1.524 0.364
C -1.117 -3.615 -2.062
C -2.179 -0.133 -2.027
C -3.207 4.481 0.895
C -3.228 -2.115 -2.201
C -3.428 -0.705 -2.156
C 4.239 2.148 -0.550
C -1.609 0.251 1.553
H -3.866 -0.978 1.308
H -0.078 -3.484 -2.388
H -1.522 5.807 0.815
H -3.988 -2.883 -2.283
H 0.707 -4.883 1.513
H -2.681 1.926 -1.696
H 2.457 -0.941 -5.778
H 4.586 2.978 -1.153
H 2.277 -3.140 5.364
H -4.375 -0.182 -2.224
H 5.186 -0.061 1.836
H 6.097 1.856 0.493
H 0.814 -4.019 0.027
H -1.119 -4.051 -1.053
H -4.690 0.306 2.226
H -1.003 1.526 -1.294
H 0.167 4.008 1.135
H -4.625 0.355 0.441
H -3.922 5.284 0.755
H 0.277 1.110 1.511
H 2.257 2.147 -1.388
H 2.266 0.798 -5.442
H -1.497 1.686 -2.979
H -1.575 -4.349 -2.726
H -4.724 2.945 1.013
H 3.038 -1.568 5.365
```

***

Entry 8:
A molecular structure, C23H26IN4O2RhS4 in a non-equilibrium geometry. Source: OMol25; level of theory: the ωB97M-V functional and the def2-TZVPD basis.

**Spin multiplicity**: 1
**Total charge**: +2
**Energy above the lowest of the compared OMol25 structures with the same formula, charge and spin**: 6.7 kcal/mol
**Frontier orbital gap**: 6.783 eV

```
61
C23H26IN4O2RhS4, DFT the ωB97M-V functional and the def2-TZVPD basis
I -1.575 1.241 -4.263
Rh -0.542 -0.118 -1.052
S -3.274 3.525 -1.163
S -0.494 0.135 2.689
S -4.210 -2.816 -0.744
S 2.932 -0.258 -1.212
O -0.412 -0.253 1.223
O 1.563 0.350 -0.918
N -0.599 3.303 -1.420
N -1.914 1.387 -1.056
N -1.591 -3.388 -0.461
N -2.288 -1.151 -0.740
C 3.535 -3.935 -2.732
C 3.631 -0.792 0.398
C -1.352 2.369 3.950
C -0.558 4.102 1.924
C -3.243 1.008 -0.943
C -1.774 2.687 -1.223
C -0.780 1.887 2.780
C 2.563 -0.951 1.473
C -0.415 -0.075 -3.120
C 2.263 -4.494 -2.739
C 3.724 -2.637 -2.282
C -1.110 4.602 3.096
C -3.454 -0.411 -0.866
C -1.514 3.737 4.106
C 2.631 -1.914 -1.822
C -2.535 -2.441 -0.630
C 2.245 0.362 2.186
C 1.174 -3.762 -2.287
C -0.392 2.735 1.757
C -4.112 2.027 -0.959
C 1.229 0.180 3.306
C -4.580 -1.136 -0.905
C 1.369 -2.471 -1.822
H 4.137 -1.731 0.186
H 0.213 2.741 -1.616
H -1.662 1.685 4.732
H 1.878 1.099 1.472
H 1.655 -1.358 1.027
H 2.119 -5.505 -3.096
H -0.758 -1.081 -3.349
H -1.224 5.669 3.226
H 0.038 2.326 0.854
H 3.167 0.758 2.619
H -1.949 4.127 5.016
H 0.517 -1.888 -1.461
H -5.596 -0.801 -1.030
H -0.237 4.782 1.146
H 4.714 -2.195 -2.288
H 1.255 0.998 4.024
H 0.633 0.070 -3.360
H 0.183 -4.194 -2.306
H -5.186 1.997 -0.875
H 2.920 -1.676 2.208
H 1.389 -0.755 3.846
H 4.383 -4.505 -3.085
H -0.666 -3.103 -0.187
H 4.378 -0.046 0.673
H -1.870 -4.328 -0.234
H -0.571 4.276 -1.669
```

***

no.,E (Ha)
1,-1514.950223
2,-6112.607234
3,-7497.853389
4,-6245.167792
5,-4675.451306
6,-2180.761433
7,-4544.121122
8,-3262.001139